C56H52B5N4O44Y2 | the ωB97M-V functional and the def2-TZVPD basis

Each line ends with the Löwdin charge.
Element x y z (Å)
Y: 2.5142 2.1926 4.8601  1.9628
Y: -4.4430 -3.0918 -0.2576  1.9435
O: -0.3891 -3.6063 -2.3894  0.1725
C: -0.0914 -3.9310 -1.2798  -0.3304
O: 1.1417 -3.8566 -0.7616  0.2320
B: 1.0538 -3.9123 0.7070  -0.8742
O: -0.3702 -4.2206 0.9736  0.2999
C: -1.0452 -4.1590 -0.1020  -0.3485
O: -2.2664 -4.2369 -0.1679  -0.0153
O: 1.3894 -2.6050 1.3040  0.2310
C: 2.5434 -2.6636 1.9183  -0.3107
O: 3.0708 -1.7140 2.4407  0.1664
C: 2.8760 -4.2103 2.0668  -0.3424
O: 1.9675 -4.8545 1.3189  0.2404
O: 3.7891 -4.6751 2.6523  0.2257
O: 7.5639 -4.9197 7.3009  0.1668
C: 6.7230 -4.4010 6.6248  -0.3902
O: 6.5415 -3.1000 6.4970  0.2383
B: 5.5081 -2.8993 5.4757  -0.8609
O: 4.7836 -4.1654 5.3556  0.2227
C: 5.5793 -5.1074 5.8833  -0.3713
O: 5.4635 -6.2867 5.7764  0.1809
O: 6.1085 -2.4428 4.2005  0.2627
C: 5.6354 -1.2655 3.8602  -0.3865
O: 5.9693 -0.6463 2.8898  0.1465
C: 4.6051 -0.8935 4.9457  -0.3575
O: 4.5768 -1.7953 5.8334  0.3085
O: 4.0141 0.1833 4.9806  -0.0277
O: -4.6300 -0.9571 1.0181  0.0077
C: -4.3217 -0.0491 1.7709  -0.3229
O: -3.2313 -0.0304 2.4654  0.2595
B: -3.0408 1.3359 3.1098  -0.8133
O: -4.0638 2.1366 2.4324  0.2640
C: -4.9096 1.3742 1.7848  -0.3817
O: -5.8863 1.6605 1.1640  0.1884
O: -1.6694 1.8395 3.0633  0.2731
C: -1.1493 1.9604 4.2665  -0.3184
O: -0.0058 2.2450 4.5334  0.0123
C: -2.2591 1.5742 5.2580  -0.3915
O: -3.2691 1.1896 4.5413  0.2699
O: -2.2300 1.6397 6.4534  0.1921
O: 1.4107 -2.9281 6.1256  0.2295
C: 0.4882 -2.5238 5.5033  -0.3444
O: -0.5439 -3.2198 5.0055  0.2760
B: -1.3583 -2.3094 4.2451  -0.8678
O: -0.6371 -1.0252 4.1328  0.2787
C: 0.4359 -1.1475 4.8357  -0.3477
O: 1.2666 -0.2815 5.0028  0.0709
O: -2.6620 -2.1024 4.9279  0.2629
C: -3.6623 -2.5870 4.2704  -0.3979
O: -4.8329 -2.4785 4.4871  0.1813
C: -3.0339 -3.0947 2.9409  -0.3053
O: -1.7554 -2.8859 2.9554  0.2893
O: -3.6085 -3.4241 1.9210  -0.0202
O: 3.9018 -0.0232 0.4198  0.1914
C: 2.7218 -0.0435 0.5591  -0.4128
O: 1.8009 -0.2664 -0.3439  0.2390
B: 0.4628 -0.0382 0.2286  -0.8180
O: 0.7085 0.4157 1.6080  0.2789
C: 1.9978 0.4381 1.8225  -0.3539
O: 2.4933 0.9021 2.8247  -0.0159
O: -0.4882 -1.1746 0.0998  0.2662
C: -1.5887 -0.8168 -0.4758  -0.3181
O: -2.5314 -1.5589 -0.6033  0.0323
C: -1.4321 0.6573 -0.9293  -0.3681
O: -0.2415 1.0200 -0.5547  0.2513
O: -2.2909 1.3329 -1.4210  0.1540
C: -3.7415 3.5835 -4.8434  -0.1574
C: -3.9563 3.7029 -6.3650  -0.1691
C: -2.5262 3.7197 -6.8625  -0.2275
O: -1.7244 3.1237 -5.8612  -0.1280
C: -2.5181 2.6730 -4.7533  -0.1909
H: -4.6471 3.0506 -4.5411  0.0809
H: -3.6090 4.5688 -4.4049  0.1136
H: -4.4520 4.5917 -6.7501  0.1163
H: -4.3969 2.7961 -6.7883  0.1098
H: -2.2178 4.7750 -6.8743  0.1174
H: -2.4481 3.4455 -7.9170  0.1213
H: -2.0691 2.8870 -3.7813  0.1089
H: -2.7365 1.6023 -4.7585  0.1137
C: -3.6451 4.1318 -0.4208  -0.1355
C: -2.2454 4.6231 -0.0208  -0.1597
C: -2.4003 6.1047 0.3442  -0.2064
O: -3.7514 6.4195 0.0609  -0.1119
C: -4.2546 5.4878 -0.8671  -0.1968
H: -4.2890 3.6920 0.3376  0.0939
H: -3.5366 3.4641 -1.2737  0.0770
H: -1.6424 4.3936 -0.9012  0.1090
H: -1.7622 4.1232 0.8227  0.0964
H: -1.6535 6.6869 -0.2079  0.1087
H: -2.2054 6.2775 1.4032  0.1025
H: -4.0312 5.7337 -1.9118  0.1121
H: -5.3438 5.4739 -0.8169  0.1232
C: 1.3634 -0.7701 -5.4931  -0.1442
C: 1.7359 -1.4573 -4.1975  -0.1429
C: 0.8604 -0.7421 -3.1448  -0.1641
O: -0.3401 -0.3977 -3.8591  -0.1630
C: -0.0549 -0.2724 -5.2597  -0.1973
H: 1.3917 -1.5365 -6.2650  0.1164
H: 1.9949 0.1100 -5.6065  0.1195
H: 2.8059 -1.6133 -4.0557  0.1052
H: 1.3742 -2.4928 -4.1743  0.1049
H: 1.3013 0.2081 -2.8359  0.1269
H: 0.5577 -1.4061 -2.3391  0.0953
H: -0.1570 0.8088 -5.4077  0.1068
H: -0.8081 -0.6945 -5.9313  0.1048
C: 4.3501 -4.3297 -1.1600  -0.1431
C: 4.9126 -2.9946 -0.7233  -0.1080
C: 4.7893 -2.1000 -1.9800  -0.1852
O: 4.4589 -2.9896 -3.0321  -0.1746
C: 3.6395 -4.0578 -2.5028  -0.1605
H: 3.5905 -4.8385 -0.5505  0.0975
H: 4.9858 -5.2021 -1.3168  0.1182
H: 5.9556 -3.2359 -0.5151  0.1211
H: 4.4415 -2.6098 0.1779  0.0890
H: 5.6993 -1.5574 -2.2389  0.1212
H: 4.0317 -1.3103 -1.9117  0.0954
H: 3.6515 -4.8897 -3.2077  0.1216
H: 2.6160 -3.6723 -2.5544  0.0872
N: 1.8268 3.7368 2.9652  -0.0304
C: 0.9136 4.6887 3.1871  -0.1259
C: 0.5630 5.6669 2.2677  -0.0426
C: 1.0522 5.5943 0.9928  -0.0301
C: 1.9259 4.5402 0.7106  -0.0115
C: 2.3014 3.6487 1.6861  -0.0958
H: 0.4228 4.6507 4.1522  0.1099
H: -0.0952 6.4774 2.5504  0.1176
H: 0.8146 6.3136 0.2221  0.1219
H: 2.2850 4.4410 -0.3048  0.1243
H: 3.0459 2.9178 1.4026  0.1133
N: -5.3619 -1.5281 -2.0015  -0.0400
C: -6.1090 -1.7804 -3.1251  -0.1345
C: -6.4283 -0.8990 -4.1324  -0.0356
C: -6.1302 0.4476 -3.9370  -0.0230
C: -5.4235 0.8040 -2.7995  -0.0103
C: -5.1090 -0.2108 -1.8909  -0.1216
H: -6.4380 -2.8058 -3.2509  0.1088
H: -7.0306 -1.2356 -4.9626  0.1182
H: -6.4011 1.1874 -4.6794  0.1177
H: -5.0901 1.8185 -2.6452  0.1039
H: -4.4187 0.1402 -1.1348  0.0814
N: 4.4181 3.1849 3.8028  -0.0856
C: 5.2366 2.4259 3.0310  -0.1093
C: 6.2035 2.8721 2.1410  0.0055
C: 6.5868 4.1899 2.3013  -0.0246
C: 5.8670 5.0406 3.1388  -0.0323
C: 4.8103 4.5030 3.8414  -0.1283
H: 4.9033 1.3953 2.9349  0.0822
H: 6.8262 2.2557 1.5109  0.1332
H: 7.4227 4.5626 1.7221  0.1238
H: 6.0345 6.1043 3.2119  0.1176
H: 4.1095 5.1179 4.3959  0.1060
N: -3.5635 -3.7346 -2.5822  -0.0485
C: -3.6612 -5.0413 -2.9794  -0.1293
C: -3.1441 -5.5297 -4.1361  -0.0335
C: -2.4878 -4.6274 -4.9816  -0.0180
C: -2.3872 -3.2993 -4.6106  -0.0320
C: -2.9260 -2.8826 -3.4188  -0.1283
H: -4.2499 -5.5936 -2.2554  0.1046
H: -3.1734 -6.5571 -4.4683  0.1190
H: -2.0267 -4.9549 -5.9027  0.1222
H: -1.7887 -2.6867 -5.2705  0.1075
H: -2.6370 -1.9192 -3.0185  0.1075

As for the net charge: +1. Its energy is -160456.9767 eV. As for the molecular weight: 1716.89 g/mol. As for the gap between HOMO and LUMO: 5.396 eV. The calculation puts the HOMO energy at -0.37139 Ha.